Below is a single CH2FNO2S molecule, with properties calculated with ωB97M-V/def2-TZVPD.

Element x y z (Å)
C 1.3567 0.0810 0.3259
N 0.2662 -0.2885 0.8127
S -1.0764 0.0443 -0.1337
O -0.7438 0.7803 -1.2993
O -2.1824 0.3918 0.6674
F -1.3084 -1.4888 -0.6174
H 2.2684 -0.1158 0.8768
H 1.4197 0.5957 -0.6325

The HOMO energy is -11.75 eV. Its frontier orbital gap is 11.5 eV.

Atomic partial charges in e from the natural (NBO) method, atoms 1 to 6: atom 1 (C): 0.041, atom 2 (N): -0.647, atom 3 (S): 2.472, atom 4 (O): -0.904, atom 5 (O): -0.864, atom 6 (F): -0.486

***

Below is a molecular structure, C55H60FeGeN6O3P3, with properties calculated with ωB97M-V/def2-TZVPD.

Element x y z (Å)
Fe 0.2967 0.5774 0.4813
C -4.5540 2.1553 2.4246
N -3.1251 2.2027 2.2201
C -2.3116 3.2952 2.4367
C -1.0567 2.8944 2.1318
N -1.0764 1.5779 1.7158
C -2.3457 1.1676 1.7978
P -3.0161 -0.4736 1.5088
C -1.0511 1.7603 -1.2148
N 0.0080 2.3964 -0.6458
C -0.2284 3.7347 -0.7394
C -1.4080 3.9441 -1.3888
N -1.9325 2.7024 -1.6844
C -3.2184 2.4671 -2.2969
C -1.4846 -1.3839 1.8380
N -0.2187 -1.1074 1.5013
C 0.5609 -2.1144 2.0210
C -0.2215 -3.0160 2.6591
N -1.5023 -2.5443 2.5527
C -2.6721 -3.2123 3.0854
H -4.8261 2.8271 3.2374
H -5.0953 2.4467 1.5228
H -4.8343 1.1354 2.6897
H -2.7003 4.2383 2.7776
H -0.1514 3.4711 2.1715
H 0.4582 4.4773 -0.3655
H -1.9112 4.8520 -1.6730
H -3.1168 1.8417 -3.1845
H -3.8999 1.9708 -1.6050
H -3.6417 3.4253 -2.5919
H 1.6306 -2.1255 1.9333
H 0.0109 -3.9339 3.1691
H -2.4106 -3.6801 4.0342
H -3.4508 -2.4693 3.2464
H -3.0344 -3.9679 2.3898
C 0.4836 -0.8837 6.3433
C -0.3422 -0.0424 5.6109
C 0.0974 0.5079 4.4178
C 1.3778 0.2280 3.9333
C 2.2029 -0.6093 4.6838
C 1.7579 -1.1615 5.8775
P 1.9006 0.9076 2.3031
C 3.6023 0.2233 2.2239
C 3.8431 -0.9284 1.4794
C 5.1145 -1.4845 1.4264
C 6.1645 -0.8822 2.1021
C 5.9379 0.2783 2.8308
C 4.6656 0.8248 2.8943
C 2.2667 2.6583 2.6409
C 2.4656 3.4677 1.5210
C 2.7817 4.8084 1.6758
C 2.8779 5.3569 2.9488
C 2.6691 4.5588 4.0643
C 2.3712 3.2108 3.9123
H 0.1345 -1.3192 7.2710
H -1.3413 0.1815 5.9629
H -0.5665 1.1388 3.8485
H 3.1972 -0.8541 4.3379
H 2.4132 -1.8152 6.4390
H 3.0444 -1.3719 0.8999
H 5.2869 -2.3805 0.8447
H 7.1581 -1.3084 2.0532
H 6.7548 0.7597 3.3528
H 4.5034 1.7340 3.4583
H 2.3542 3.0444 0.5276
H 2.9381 5.4290 0.8023
H 3.1093 6.4072 3.0712
H 2.7380 4.9857 5.0565
H 2.2025 2.5908 4.7847
C -1.0908 0.3674 -1.0041
Ge -2.3074 -0.9490 -1.7574
C -4.1782 -0.5197 -2.3031
C -5.2575 -0.4028 -1.4249
C -6.5397 -0.1305 -1.8865
C -6.7752 0.0395 -3.2431
C -5.7186 -0.0760 -4.1336
C -4.4413 -0.3579 -3.6660
C -1.5765 -1.6140 -3.4836
C -0.5771 -0.9393 -4.1740
C -0.0695 -1.4272 -5.3756
C -0.5589 -2.6115 -5.9029
C -1.5589 -3.3012 -5.2257
C -2.0587 -2.8061 -4.0311
C -2.4168 -2.6965 -0.8539
C -3.6296 -3.3725 -0.7275
C -3.6751 -4.7012 -0.3164
C -2.5025 -5.3801 -0.0208
C -1.2853 -4.7205 -0.1405
C -1.2494 -3.4001 -0.5614
H -5.0969 -0.5128 -0.3606
H -7.3568 -0.0509 -1.1795
H -7.7733 0.2560 -3.6031
H -5.8862 0.0482 -5.1964
H -3.6363 -0.4532 -4.3840
H -0.1931 -0.0215 -3.7515
H 0.7084 -0.8814 -5.8983
H -0.1665 -2.9987 -6.8350
H -1.9464 -4.2277 -5.6319
H -2.8344 -3.3607 -3.5134
H -4.5576 -2.8690 -0.9701
H -4.6305 -5.2058 -0.2329
H -2.5351 -6.4162 0.2934
H -0.3607 -5.2387 0.0860
H -0.2954 -2.9031 -0.6589
C 5.5355 0.9439 -1.8327
C 4.5177 1.4272 -0.8216
O 3.2350 1.6050 -1.4335
P 1.9940 0.5624 -1.4223
O 1.3100 1.1516 -2.7436
C 2.0547 1.3813 -3.9528
C 1.1887 2.1866 -4.8965
O 2.7582 -0.7775 -1.9486
C 2.0702 -2.0201 -1.7316
C 3.0637 -3.1487 -1.8599
H 6.5243 0.9190 -1.3709
H 5.5718 1.6154 -2.6919
H 5.2838 -0.0561 -2.1831
H 4.7984 2.4051 -0.4256
H 4.4485 0.7385 0.0095
H 2.3358 0.4152 -4.3808
H 2.9653 1.9286 -3.7112
H 0.2706 1.6588 -5.1467
H 1.7345 2.3835 -5.8206
H 0.9241 3.1402 -4.4388
H 1.2615 -2.1172 -2.4634
H 1.6119 -2.0005 -0.7371
H 3.5105 -3.1523 -2.8540
H 2.5620 -4.1045 -1.7045
H 3.8632 -3.0444 -1.1260

The HOMO energy (spin up / spin down) is -5.54 / -5.86 eV. Its frontier orbital gap (spin up / spin down) is 6.2 / 6.2 eV. Its spin multiplicity is 2.

Atomic partial charges in e from the Mulliken method, atoms 1 to 6: atom 1 (Fe): 0.495, atom 2 (C): -1.018, atom 3 (N): 0.350, atom 4 (C): -1.444, atom 5 (C): -0.166, atom 6 (N): 0.868

***

Below is 9 unconnected molecules or ions with the total composition C40H106N8O12, with properties calculated with ωB97M-V/def2-TZVPD.

Element x y z (Å)
C 0.2011 4.3189 1.4819
O 0.1328 4.8082 0.1455
C -0.8868 5.7849 0.0182
C -1.1936 6.1487 -1.4377
C -0.0004 6.7648 -2.1929
N -2.3411 7.0140 -1.6288
H 0.8713 3.4595 1.4602
H -0.7395 3.8541 1.7773
H 0.4741 5.0718 2.2213
H -1.7697 5.4285 0.5489
H -0.5271 6.6741 0.5359
H -1.2941 5.1822 -1.9315
H 0.4642 7.6034 -1.6742
H -0.1672 7.1524 -3.1979
H 0.7637 5.9925 -2.2818
H -2.1518 7.8458 -1.0881
H -3.1837 6.6160 -1.2394
C -2.5045 0.9353 2.9206
O -3.7089 1.5042 3.3624
C -4.8450 0.7175 3.0818
C -5.4057 0.6921 1.6240
C -5.8077 2.1073 1.1451
N -6.6089 -0.1392 1.5751
H -1.6434 1.3724 3.4262
H -2.3547 0.8971 1.8416
H -2.4918 -0.1017 3.2561
H -4.8027 -0.3194 3.4154
H -5.6097 1.0602 3.7789
H -4.6361 0.4038 0.9080
H -4.9067 2.7137 1.0529
H -6.4438 2.6428 1.8499
H -6.1907 2.1425 0.1252
H -7.3555 0.3243 2.0728
H -6.9416 -0.1713 0.6220
C 4.1783 -2.3171 -1.5705
O 5.3794 -1.8901 -2.1942
C 6.4471 -1.5422 -1.2663
C 7.7879 -1.2264 -2.0376
C 8.2559 -2.4642 -2.8928
N 8.8595 -0.8565 -1.1281
H 3.5501 -2.7823 -2.3302
H 3.6229 -1.5143 -1.0857
H 4.4148 -3.0667 -0.8154
H 6.2139 -0.7222 -0.5871
H 6.5276 -2.3646 -0.5555
H 7.6455 -0.4734 -2.8127
H 9.2429 -2.3079 -3.3282
H 7.5460 -2.6166 -3.7058
H 8.1566 -3.3726 -2.2986
H 9.6736 -0.5734 -1.6546
H 8.6211 0.0604 -0.7781
C 5.3464 -6.4768 2.7797
O 4.6649 -5.4278 3.3892
C 5.2538 -4.1477 3.4471
C 5.0975 -3.1452 2.2994
C 6.0515 -1.9893 2.2382
N 3.7362 -2.5820 2.3170
H 4.6723 -7.3273 2.6779
H 6.0971 -6.8675 3.4666
H 5.7703 -6.2898 1.7930
H 5.0039 -3.7110 4.4140
H 6.3222 -4.3636 3.4441
H 5.1995 -3.6036 1.3158
H 5.7440 -1.1418 1.6256
H 7.0325 -2.3232 1.9004
H 6.1731 -1.5346 3.2214
H 3.1329 -3.3790 2.1722
H 3.4340 -2.2410 3.2183
C 1.7057 3.5682 -3.4368
O 2.3819 2.6135 -4.2482
C 2.0119 1.2045 -4.0184
C 0.5124 0.8803 -4.3589
C 0.1143 -0.5003 -3.8963
N 0.3126 0.9246 -5.8422
H 2.2874 4.4891 -3.4791
H 1.6542 3.3373 -2.3728
H 0.7086 3.7324 -3.8454
H 2.7188 0.7294 -4.6986
H 2.1305 0.8933 -2.9805
H -0.0857 1.6258 -3.8350
H 0.1622 -0.5889 -2.8110
H 0.5912 -1.3453 -4.3928
H -0.9427 -0.6198 -4.1343
H -0.6839 1.0243 -5.9728
H 0.6816 1.8126 -6.1510
C -1.6015 1.6888 -0.7227
O -2.4763 1.6358 -1.8903
C -2.5367 2.8215 -2.6390
C -3.2976 2.7618 -3.9622
N -2.8425 1.6636 -4.7982
C -3.4168 1.6518 -6.1144
C -3.1146 0.3786 -6.8355
O -3.3418 -0.8148 -6.0807
C -4.6819 -1.1441 -5.9379
H -2.0830 2.3271 0.0181
H -0.6237 2.1003 -0.9732
H -1.3699 0.6869 -0.3612
H -1.4975 3.0755 -2.8481
H -3.0794 3.6293 -2.1481
H -3.1014 3.6700 -4.5321
H -4.3835 2.6924 -3.8980
H -2.9386 0.7773 -4.3235
H -3.1030 2.4871 -6.7405
H -4.4984 1.6331 -5.9813
H -2.1067 0.3660 -7.2503
H -3.8056 0.3886 -7.6784
H -5.1523 -0.1846 -5.7229
H -4.8175 -1.8721 -5.1381
H -5.0672 -1.5012 -6.8929
C 2.4332 -2.5272 5.4015
O 3.1089 -1.3900 4.8174
C 2.3496 -0.1953 4.8135
C 3.0067 0.9131 4.0102
N 3.1503 0.6974 2.5576
C 4.0097 1.6748 1.8823
C 4.0182 1.5455 0.3268
O 4.9692 2.3765 -0.3081
C 4.9213 2.3794 -1.7700
H 1.4524 -2.6740 4.9492
H 2.2412 -2.4502 6.4717
H 3.0323 -3.4358 5.3402
H 2.2963 0.1306 5.8522
H 1.3157 -0.4263 4.5571
H 3.8674 1.2961 4.5585
H 2.3427 1.7726 4.1031
H 3.7054 -0.1411 2.4634
H 5.0435 1.4540 2.1481
H 3.7785 2.6798 2.2353
H 3.0194 1.7697 -0.0477
H 4.2784 0.5384 0.0009
H 5.0961 1.3807 -2.1701
H 5.7034 3.0391 -2.1457
H 3.9855 2.7515 -2.1871
C -1.7417 -3.3691 2.8579
O -2.9648 -3.8503 2.2769
C -3.6284 -2.9421 1.3705
C -5.0738 -3.3689 1.2049
N -5.8716 -3.0522 2.4146
C -7.2159 -3.5944 2.2209
C -7.9868 -3.5184 3.5495
O -9.2383 -4.2323 3.4522
C -10.1396 -3.9812 4.5750
H -1.7395 -2.3604 3.2709
H -0.9196 -3.3181 2.1441
H -1.4727 -4.1630 3.5547
H -3.1145 -2.9765 0.4099
H -3.5079 -1.8816 1.5918
H -5.1864 -4.4071 0.8924
H -5.5829 -2.7593 0.4583
H -6.0858 -2.0863 2.2113
H -7.1400 -4.6669 2.0417
H -7.7522 -3.0804 1.4233
H -8.0370 -2.4452 3.7333
H -7.3889 -3.9486 4.3530
H -10.6346 -3.0407 4.3330
H -9.6515 -3.9425 5.5489
H -10.9154 -4.7469 4.5818
C 1.0879 -1.1542 0.3054
C 0.3866 -0.6901 1.5442
O 0.4974 0.7501 1.4896
H 0.9701 -2.2355 0.2336
H 2.1251 -0.8298 0.3886
H 0.5674 -0.7562 -0.5656
H 0.9644 -1.0273 2.4047
H -0.6266 -1.0866 1.6105
H 1.3183 0.9827 1.9295

The HOMO energy is -8.70 eV. Its frontier orbital gap is 9.2 eV.

Atomic partial charges in e from the Mulliken method, atoms 1 to 6: atom 1 (C): -0.479, atom 2 (O): -0.193, atom 3 (C): -0.746, atom 4 (C): 1.516, atom 5 (C): -1.354, atom 6 (N): -0.684

***

Below is a molecular structure, C44H39MoN4O6P2S2, with properties calculated with ωB97M-V/def2-TZVPD.

Element x y z (Å)
Mo -1.2602 -0.4985 1.1462
O -1.7941 -2.4531 7.7823
C -1.4623 -3.2455 6.8982
O -1.2341 -4.4555 6.8193
C -1.3303 -2.5251 5.4736
C -1.5936 -1.1721 5.3376
C -1.4709 -0.5904 4.0925
N -1.1136 -1.3011 3.0001
C -0.8193 -2.6141 3.1460
C -0.9171 -3.2498 4.3670
C -0.3457 -3.2194 1.9113
C -0.0726 -4.5738 1.7700
C 0.4127 -5.0467 0.5687
C 0.6264 -4.1394 -0.4641
C 0.3265 -2.8149 -0.2578
N -0.1678 -2.3366 0.8976
C -1.6648 0.8162 3.7793
C -2.1758 1.7574 4.6615
C -2.3343 3.0589 4.2343
C -1.9837 3.3825 2.9264
C -1.5017 2.3986 2.1002
N -1.3223 1.1309 2.5121
H -1.8717 -0.6123 6.2211
H -0.6660 -4.2939 4.4997
H -0.2522 -5.2421 2.5992
H 0.6323 -6.0963 0.4306
H 1.0180 -4.4571 -1.4200
H 0.5074 -2.0968 -1.0444
H -2.4743 1.4415 5.6503
H -2.7492 3.8098 4.8923
H -2.1059 4.3871 2.5483
H -1.2762 2.6048 1.0637
O -3.7686 0.2044 -2.1119
S -3.8895 -0.6612 1.0856
O -4.0113 -0.6418 2.5402
O -2.9388 0.5837 0.7344
O -2.7670 -1.7540 0.7568
C 3.1733 0.8860 -6.5223
S 2.8364 -0.8061 -5.9680
C 3.0064 -0.5696 -4.1711
C 1.6742 -0.1873 -3.5349
C 1.8472 0.0566 -2.0449
N 0.6418 0.3702 -1.2292
P -1.0772 -0.0390 -1.3480
C -1.4029 -0.9948 -2.8621
C -1.5045 -0.3427 -4.0907
C -1.7502 -1.0715 -5.2392
C -1.9187 -2.4492 -5.1690
C -1.8732 -3.0924 -3.9422
C -1.6256 -2.3664 -2.7863
C -1.8638 1.5407 -1.7853
C -3.2380 1.4519 -2.0799
C -3.9728 2.5918 -2.3534
C -3.3492 3.8300 -2.3270
C -1.9986 3.9319 -2.0377
C -1.2602 2.7876 -1.7715
P 0.8733 0.5281 0.4637
C 1.4437 2.2372 0.7556
C 1.6039 2.6239 2.0884
C 2.0563 3.8945 2.3957
C 2.3659 4.7859 1.3767
C 2.2333 4.3970 0.0527
C 1.7736 3.1254 -0.2603
C 2.4050 -0.2998 1.0337
C 2.2967 -1.0648 2.1965
C 3.4234 -1.5800 2.8197
C 4.6742 -1.3551 2.2686
C 4.7945 -0.5852 1.1183
C 3.6750 -0.0325 0.5208
H 2.9506 0.9236 -7.5856
H 4.2215 1.1276 -6.3605
H 2.5306 1.5877 -5.9928
H 3.7811 0.1806 -4.0033
H 3.3581 -1.5246 -3.7786
H 0.9867 -1.0057 -3.7097
H 1.2714 0.7032 -4.0230
H 2.5250 0.9064 -1.9273
H 2.3552 -0.8135 -1.6154
H -1.3779 0.7306 -4.1469
H -1.8069 -0.5675 -6.1946
H -2.1050 -3.0165 -6.0711
H -2.0370 -4.1608 -3.8886
H -1.6396 -2.8651 -1.8257
H -4.7224 0.2274 -2.2494
H -5.0308 2.5148 -2.5768
H -3.9175 4.7223 -2.5526
H -1.5192 4.9016 -2.0224
H -0.2069 2.8620 -1.5452
H 1.3917 1.9159 2.8821
H 2.1677 4.1971 3.4289
H 2.7309 5.7765 1.6130
H 2.4867 5.0853 -0.7431
H 1.6866 2.8248 -1.2972
H 1.3211 -1.2395 2.6292
H 3.3142 -2.1445 3.7364
H 5.5595 -1.7591 2.7409
H 5.7725 -0.3986 0.6948
H 3.8004 0.6217 -0.3310

The HOMO energy (spin up / spin down) is -9.94 / -9.93 eV. Its frontier orbital gap (spin up / spin down) is 6.2 / 5.2 eV. As for the net charge: +1. Its spin multiplicity is 3.

Atomic partial charges in e from the natural (NBO) method, atoms 1 to 6: atom 1 (Mo): 0.958, atom 2 (O): -0.702, atom 3 (C): 0.752, atom 4 (O): -0.707, atom 5 (C): 0.017, atom 6 (C): -0.184

***

Below is a molecular structure, C31H38BMgNO7P, with properties calculated with ωB97M-V/def2-TZVPD.

Element x y z (Å)
Mg -0.6852 -1.2795 0.4711
O 0.4978 -6.5739 3.4083
C 0.1475 -5.4214 2.7790
C -0.3775 -4.3358 3.4801
C -0.6810 -3.2002 2.7641
N -0.5016 -3.1482 1.4483
C 0.0094 -4.1771 0.7724
C 0.3551 -5.3504 1.4043
C 0.2269 -3.8672 -0.7156
O 0.5588 -4.7883 -1.4523
O 0.0572 -2.6238 -0.9866
C -1.1326 -1.8662 3.3708
O -1.4479 -1.8553 4.5561
O -1.0814 -0.9045 2.5253
H 0.2958 -6.4862 4.3454
H -0.5324 -4.3493 4.5535
H 0.7759 -6.1767 0.8467
C -6.8942 3.7242 -2.5942
C -5.7265 3.7144 -3.5913
C -5.5602 5.1321 -4.1410
C -6.0772 2.7877 -4.7649
C -4.4543 3.2127 -2.8959
C -3.3014 3.9883 -2.8063
C -2.1378 3.5305 -2.1717
C -2.1657 2.2709 -1.6327
O -1.1883 1.5836 -0.9669
B -1.7178 0.2957 -0.6034
O -3.0642 0.2882 -1.0994
C -3.3025 1.4867 -1.7130
C -4.4478 1.9248 -2.3297
H -7.8074 4.0870 -3.0799
H -6.6687 4.3789 -1.7482
H -7.0945 2.7253 -2.2002
H -6.4898 5.4447 -4.6259
H -4.7600 5.1837 -4.8842
H -5.3391 5.8479 -3.3447
H -6.9810 3.1414 -5.2744
H -6.2570 1.7643 -4.4275
H -5.2586 2.7622 -5.4891
H -3.2856 4.9819 -3.2337
H -1.2496 4.1489 -2.1100
H -5.3172 1.2765 -2.3698
C 3.7728 1.6346 2.2173
C 2.3694 1.1249 1.8780
C 1.6495 0.8364 3.2058
C 1.5839 2.2090 1.1272
P 2.2261 -0.4810 0.8954
C 3.3670 -1.6021 1.8130
C 2.7622 -2.6351 2.5333
C 3.5125 -3.5502 3.2641
C 4.8953 -3.4540 3.2785
C 5.5180 -2.4378 2.5616
C 4.7621 -1.5234 1.8385
C 2.9698 -0.3199 -0.8371
C 3.4077 -1.7302 -1.2544
C 4.1175 0.6648 -1.0623
C 1.8099 0.0886 -1.7660
H 3.6659 2.5682 2.7843
H 4.3784 1.8520 1.3414
H 4.3149 0.9318 2.8526
H 1.6122 1.7619 3.7943
H 2.1853 0.0875 3.7967
H 0.6246 0.4889 3.0544
H 1.5005 3.0961 1.7653
H 0.5736 1.8822 0.8716
H 2.0821 2.5109 0.2022
H 1.6838 -2.7212 2.5179
H 3.0126 -4.3431 3.8092
H 5.4882 -4.1684 3.8388
H 6.5991 -2.3575 2.5626
H 5.2746 -0.7451 1.2889
H 4.2869 -2.0728 -0.7059
H 3.6511 -1.7210 -2.3232
H 2.6006 -2.4533 -1.1122
H 5.0013 0.4531 -0.4586
H 3.8078 1.6949 -0.8806
H 4.4191 0.5977 -2.1150
H 1.0226 -0.6685 -1.7730
H 2.1906 0.1787 -2.7910
H 1.3623 1.0436 -1.4863

The HOMO energy is -5.60 eV. Its frontier orbital gap is 8.0 eV. As for the net charge: -1.

Atomic partial charges in e from the Mulliken method, atoms 1 to 6: atom 1 (Mg): 1.345, atom 2 (O): -0.561, atom 3 (C): 1.035, atom 4 (C): -0.203, atom 5 (C): -0.009, atom 6 (N): -0.207

***

Below is a single C4H10N2Si molecule, with properties calculated with ωB97M-V/def2-TZVPD.

Element x y z (Å)
C 0.7668 2.1319 0.6110
C 0.9654 0.8860 0.1369
Si -0.5109 -0.3921 0.1541
N -1.7559 0.3818 -0.8863
N -1.1279 -0.2142 1.8647
C 0.2159 -2.0243 -0.3962
C 1.1586 -2.0387 -1.3346
H 1.5322 2.9443 0.3376
H -0.1413 2.3250 1.1332
H 1.9516 0.6931 -0.4072
H -2.1460 1.1788 -0.3811
H -1.4503 0.6777 -1.8340
H -1.9901 0.4392 2.0333
H -0.4608 0.1116 2.4454
H -0.2818 -2.9943 -0.1783
H 1.5911 -2.9932 -1.7171
H 1.6835 -1.1127 -1.5816

The HOMO energy is -9.26 eV. Its frontier orbital gap is 10.1 eV.

Atomic partial charges in e from the natural (NBO) method, atoms 1 to 6: atom 1 (C): -0.394, atom 2 (C): -0.650, atom 3 (Si): 1.849, atom 4 (N): -1.279, atom 5 (N): -1.261, atom 6 (C): -0.679

***

Number 1: calculated total energy -20206.0079 eV, maximum force 1.660 eV/Å. Number 2: calculated total energy -191862.6044 eV, maximum force 0.882 eV/Å. Number 3: calculated total energy -79680.4010 eV, maximum force 2.824 eV/Å. Number 4: calculated total energy -106606.6001 eV, maximum force 1.984 eV/Å. Number 5: calculated total energy -64005.2661 eV, maximum force 1.567 eV/Å. Number 6: calculated total energy -15167.6656 eV, maximum force 5.704 eV/Å.